No. 1
Formula: C12H29N2O10PZr
Source: the Open Molecules 2025 dataset
Level of theory: ωB97M-V/def2-TZVPD

Summary:
Gap between HOMO and LUMO (eV): 10.7
Total charge: +4
LUMO level (eV): -12.0376

CARTESIAN COORDINATES (ANGSTROEM)
Zr  0.121  0.316  0.492
O  1.984  2.101  -3.022
C  1.228  1.503  -2.184
O  1.490  1.279  -0.993
C  -0.079  1.045  -2.743
O  -0.774  0.443  -1.636
C  -2.235  0.455  -1.707
C  -2.736  0.852  -0.342
O  -3.835  1.266  -0.137
O  -1.805  0.732  0.624
H  2.846  2.393  -2.679
H  -0.629  1.889  -3.151
H  0.086  0.327  -3.542
H  -2.580  1.161  -2.451
H  -2.602  -0.532  -1.968
C  3.234  -0.791  0.201
O  1.788  -1.062  0.073
C  1.509  -2.493  -0.036
C  0.124  -2.643  -0.606
O  -0.785  -1.679  0.023
C  -1.554  -2.162  1.174
C  -0.736  -2.005  2.450
O  0.211  -0.909  2.242
C  1.176  -0.781  3.337
H  3.727  -1.060  -0.727
H  3.625  -1.387  1.020
H  3.368  0.263  0.397
H  1.626  -2.944  0.945
H  2.231  -2.943  -0.712
H  -0.241  -3.653  -0.460
H  0.110  -2.421  -1.666
H  -1.841  -3.195  1.025
H  -2.448  -1.566  1.205
H  -0.167  -2.900  2.676
H  -1.380  -1.771  3.289
H  0.644  -0.515  4.240
H  1.880  -0.002  3.073
H  1.694  -1.726  3.454
N  1.487  4.016  3.808
C  0.110  4.149  3.199
P  -0.599  2.688  2.332
O  -0.818  1.521  3.224
O  0.331  2.300  1.134
C  -2.214  3.432  1.846
N  -3.366  2.599  2.354
H  1.529  3.283  4.517
H  1.750  4.886  4.280
H  2.211  3.836  3.115
H  0.122  5.005  2.522
H  -0.579  4.368  4.014
H  -2.300  3.521  0.767
H  -2.285  4.438  2.253
H  -4.117  3.176  2.739
H  -3.060  1.936  3.073
H  -3.753  2.062  1.579

Forces on atoms 1 to 2 (eV/Å):
0.71 0.61 -1.35
-0.01 0.00 -0.15

These are the Löwdin partial charges, in e, on atoms 1 to 4: number 1, Zr, carries 2.053; number 2, O, carries 0.285; number 3, C, carries -0.413; number 4, O, carries -0.037

---

No. 2
Formula: C12H29N4NiO6P
Source: the Open Molecules 2025 dataset
Level of theory: ωB97M-V/def2-TZVPD

Summary:
Gap between HOMO and LUMO (spin up / spin down) (eV): 5.4 / 5.1
Spin multiplicity: 3
<S²>: 2.03
LUMO level (spin up / spin down) (eV): -1.0873 / -1.2833

CARTESIAN COORDINATES (ANGSTROEM)
O  -1.753  4.848  -0.672
H  -1.601  5.653  -0.143
Ni  -0.244  -0.151  0.022
N  0.664  -1.098  -1.558
N  -1.343  0.476  -1.419
N  1.017  -0.863  1.438
N  -0.699  0.932  1.551
O  1.664  -1.876  -1.456
O  1.949  -1.915  1.291
O  -1.734  1.893  1.572
O  -2.383  1.141  -1.151
C  -1.180  -0.141  -2.592
C  -0.081  -1.045  -2.646
C  0.678  -0.524  2.688
C  -0.345  0.449  2.754
C  0.253  -1.942  -3.795
H  0.267  -3.002  -3.493
H  1.260  -1.688  -4.162
H  -0.438  -1.844  -4.637
C  -2.189  0.099  -3.662
H  -2.234  1.179  -3.883
H  -3.204  -0.207  -3.346
H  -1.960  -0.421  -4.597
C  1.308  -1.121  3.885
C  -0.923  0.922  4.035
H  2.311  -1.540  3.704
H  0.674  -1.920  4.306
H  1.399  -0.345  4.654
H  -1.936  1.348  3.954
H  -0.267  1.689  4.479
H  -0.958  0.087  4.749
H  2.060  -2.073  0.306
H  -1.857  2.232  0.647
C  -0.426  4.230  -0.728
H  -0.444  3.439  -1.522
H  -0.163  3.781  0.272
H  0.331  5.009  -1.001
O  2.137  0.998  -0.416
H  1.928  0.523  0.427
H  1.829  0.345  -1.076
C  -1.760  -2.974  1.845
P  -1.653  -1.690  0.593
C  -1.758  -2.863  -0.821
C  -3.166  -0.813  1.158
H  -1.742  -2.530  2.835
H  -0.946  -3.682  1.717
H  -2.712  -3.487  1.698
H  -2.464  -3.651  -0.562
H  -2.048  -2.365  -1.748
H  -0.766  -3.314  -0.966
H  -3.931  -1.572  1.324
H  -2.947  -0.327  2.117
H  -3.498  -0.049  0.453

Forces on atoms 1 to 2 (eV/Å):
1.34 0.06 0.45
-0.42 -0.50 -0.37

These are the Löwdin partial charges, in e, on atoms 1 to 4: number 1, O, carries -0.152; number 2, H, carries 0.073; number 3, Ni, carries 0.364; number 4, N, carries -0.248

---

No. 3
Formula: C12H29NO4PPtS3
Source: the Open Molecules 2025 dataset
Level of theory: ωB97M-V/def2-TZVPD

Summary:
Gap between HOMO and LUMO (spin up / spin down) (eV): 6.0 / 6.9
Total charge: +2
Spin multiplicity: 2
<S²>: 0.76
Energy relative to the best compared isomer or geometry (same formula, charge and spin) (kcal/mol): 59.2
LUMO level (spin up / spin down) (eV): -8.9109 / -8.7587

CARTESIAN COORDINATES (ANGSTROEM)
Pt  -0.186  -0.451  -0.414
C  2.023  3.592  2.863
C  1.550  2.157  2.923
O  0.102  2.121  2.755
P  -0.578  1.100  1.778
S  -0.277  -0.957  1.841
S  -0.095  1.858  -0.196
O  -2.090  1.376  1.909
C  -2.758  2.653  2.177
C  -3.249  2.693  3.603
H  3.106  3.615  2.963
H  1.591  4.164  3.682
H  1.746  4.057  1.918
H  1.775  1.719  3.895
H  2.027  1.558  2.140
H  -3.585  2.672  1.469
H  -2.076  3.476  1.967
H  -3.885  1.835  3.808
H  -3.824  3.605  3.758
H  -2.411  2.678  4.296
C  4.941  -1.320  -1.551
C  4.577  -0.457  -0.359
S  2.963  -0.812  0.415
O  1.955  -0.568  -0.740
C  3.010  -2.641  0.595
C  2.228  -3.346  -0.497
H  5.878  -0.950  -1.968
H  4.183  -1.261  -2.331
H  5.102  -2.360  -1.275
H  4.516  0.595  -0.638
H  5.285  -0.569  0.464
H  2.570  -2.830  1.575
H  4.055  -2.944  0.618
H  1.201  -2.978  -0.549
H  2.193  -4.411  -0.277
H  2.686  -3.214  -1.475
C  -1.245  -1.239  -3.185
N  -2.676  -1.070  -2.971
C  -3.572  -1.092  -4.128
C  -3.103  -0.897  -1.729
C  -4.563  -0.809  -1.421
O  -2.307  -0.825  -0.750
H  -1.056  -1.536  -4.211
H  -0.858  -2.023  -2.525
H  -0.708  -0.299  -2.992
H  -2.982  -1.162  -5.037
H  -4.165  -0.180  -4.176
H  -4.241  -1.951  -4.089
H  -5.198  -0.905  -2.293
H  -4.773  0.136  -0.922
H  -4.803  -1.606  -0.716

Forces on atoms 1 to 2 (eV/Å):
0.43 -1.14 -3.58
-0.25 -0.13 0.00

These are the Löwdin partial charges, in e, on atoms 1 to 4: number 1, Pt, carries 0.748; number 2, C, carries -0.047; number 3, C, carries -0.253; number 4, O, carries -0.286

---

No. 4
Formula: C12H2Cl5I2O5Rh
Source: the Open Molecules 2025 dataset
Level of theory: ωB97M-V/def2-TZVPD

Summary:
Gap between HOMO and LUMO (eV): 6.7
Energy relative to the best compared isomer or geometry (same formula, charge and spin) (kcal/mol): 0.0
LUMO level (eV): -1.7073

CARTESIAN COORDINATES (ANGSTROEM)
Rh  -0.282  -0.388  -1.331
I  -2.688  0.216  -2.339
C  -2.851  -1.871  -2.732
I  -0.901  -2.672  -2.957
H  -3.425  -2.026  -3.637
H  -3.306  -2.326  -1.860
O  1.417  -3.469  3.552
C  1.086  -2.892  2.561
C  -0.363  -2.547  2.149
O  -1.370  -2.851  2.733
C  -0.204  -1.853  0.870
C  1.108  -1.679  0.520
O  1.419  -1.046  -0.595
C  2.023  -2.266  1.508
O  3.224  -2.319  1.493
O  -1.167  -1.384  0.090
Cl  1.221  1.172  -2.707
C  0.866  2.040  -1.221
C  0.012  1.335  -0.406
C  -0.392  1.922  0.780
Cl  -1.488  1.119  1.834
C  0.096  3.193  1.116
Cl  -0.389  3.931  2.587
C  0.976  3.871  0.268
Cl  1.572  5.424  0.691
C  1.372  3.291  -0.937
Cl  2.433  4.076  -2.029

Forces on atoms 1 to 2 (eV/Å):
0.46 0.48 -0.05
-0.05 0.01 0.01

These are the Löwdin partial charges, in e, on atoms 1 to 4: number 1, Rh, carries 0.549; number 2, I, carries 1.025; number 3, C, carries -1.044; number 4, I, carries 0.958

---

No. 5
Formula: C12H30BrMnN2O8S
Source: the Open Molecules 2025 dataset
Level of theory: ωB97M-V/def2-TZVPD

Summary:
Gap between HOMO and LUMO (spin up / spin down) (eV): 5.5 / 5.5
Total charge: -1
Spin multiplicity: 6
<S²>: 8.75
Energy relative to the best compared isomer or geometry (same formula, charge and spin) (kcal/mol): 27.5
LUMO level (spin up / spin down) (eV): 2.5395 / 2.5361

CARTESIAN COORDINATES (ANGSTROEM)
Mn  -0.092  -0.963  -0.691
Br  -2.260  -2.228  0.436
S  2.605  -0.057  -2.410
O  3.366  -1.177  -2.871
O  1.272  -0.351  -1.925
O  3.401  0.769  -1.431
O  2.696  0.615  -3.702
C  -1.471  -1.438  -3.457
O  -1.437  -0.654  -2.185
C  -1.779  0.754  -2.334
C  -1.904  1.295  -0.929
N  -0.696  1.172  -0.172
C  0.298  2.231  -0.387
C  0.187  3.331  0.645
O  -0.951  4.164  0.348
C  -1.675  4.674  1.426
H  -0.635  -1.247  -4.130
H  -2.385  -1.216  -4.008
H  -1.456  -2.509  -3.256
H  -2.621  0.817  -3.023
H  -0.884  1.114  -2.842
H  -2.668  0.685  -0.447
H  -2.438  2.245  -0.937
H  -0.956  1.244  0.801
H  0.208  2.718  -1.358
H  1.266  1.732  -0.362
H  1.009  4.039  0.530
H  0.122  2.842  1.617
H  -2.070  3.878  2.058
H  -2.650  4.990  1.054
H  -1.105  5.463  1.915
C  -2.034  -0.050  3.482
O  -0.907  0.620  2.931
C  0.362  0.081  3.287
C  0.876  -1.145  2.576
N  1.252  -0.894  1.181
C  2.260  -1.956  0.898
C  1.567  -3.151  0.199
O  0.844  -2.754  -1.014
C  1.179  -3.537  -2.190
H  -2.862  0.186  2.813
H  -2.213  0.354  4.478
H  -1.764  -1.106  3.471
H  0.293  0.012  4.373
H  1.069  0.890  3.104
H  0.103  -1.912  2.535
H  1.496  -1.563  3.370
H  1.867  -0.098  1.267
H  2.738  -2.292  1.818
H  3.046  -1.713  0.183
H  0.833  -3.587  0.876
H  2.165  -4.054  0.074
H  0.507  -4.382  -2.340
H  2.152  -4.005  -2.339
H  0.874  -2.882  -3.007

Forces on atoms 1 to 2 (eV/Å):
-0.67 0.24 1.52
0.27 0.03 0.27

These are the Löwdin partial charges, in e, on atoms 1 to 4: number 1, Mn, carries 0.617; number 2, Br, carries -0.127; number 3, S, carries 0.162; number 4, O, carries -0.393